Molecular formula: H9Na5O6
Method: DFT, ωB97M-V/def2-TZVPD

## Properties
* orbital gap: 4.5 eV
* energy relative to the best compared isomer or geometry (same formula, charge and spin): 87.50 kcal/mol
* charge: +2
* LUMO level: -9.60 eV
* HOMO: -14.088 eV
* multiplicity: 1
* electronic energy: -34499.3562 eV

Last column: natural (NBO) charge in e.
Cartesian coordinates (Å):
H 11.94987 0.23577 -19.73034  0.395
Na 13.32350 -2.70789 -15.56832  0.974
O 10.31373 0.36239 -16.32942  -0.998
H 11.82909 -2.03689 -17.84765  0.480
H 9.57563 -2.27418 -19.16016  0.426
O 11.35035 -0.22541 -20.30581  -1.238
H 9.68995 -3.32555 -15.96771  0.483
Na 15.09460 -1.59865 -18.36629  0.951
H 9.95745 -0.50932 -16.08671  0.498
O 9.48027 -1.34060 -18.94823  -1.025
O 12.76814 -2.20571 -18.03783  -1.459
H 10.17194 -0.82582 -19.54787  0.507
H 9.59619 0.76076 -16.84764  0.511
Na 12.33780 -4.67953 -17.94590  0.978
H 10.44473 -2.64616 -14.77341  0.462
O 9.85344 -2.48968 -15.51716  -0.931
O 14.15544 0.48213 -19.35246  -1.223
H 13.98369 -0.38852 -19.68445  0.311
Na 12.24869 0.21745 -17.86613  0.943
Na 12.70814 -1.99337 -20.49887  0.955